A cluster of 6 separate species, C23H51FO12 in total. Source: the OMol25 dataset; level of theory: ωB97M-V with the def2-TZVPD basis set.

For the LUMO energy, the calculation gives 0.005 Ha. Its total charge is 0. As for the SMILES: CCOCCCCC[C@@]1(CCC(=O)O)OC(=O)O[C@]1(CCO)C[C@@H](C)F.CO.CO.CO.CO.CO. For the HOMO energy, the calculation gives -9.51 eV. Its spin multiplicity is 1.

```
87
Properties=species:S:1:pos:R:3:mulliken_charge:R:1
C 2.61672 1.18254 5.50912 -0.771
C 1.99314 0.34483 4.25809 -0.055
O 3.06963 -0.40647 3.64978 -0.290
C 2.64020 -1.69596 3.15516 -0.482
C 2.88792 -1.87890 1.55750 -0.451
C 2.17700 -0.63612 0.80070 -0.166
C 1.44532 -1.07945 -0.58548 -0.344
C 0.14014 -0.15170 -0.72100 -0.600
C -0.23238 0.26533 -2.22858 0.745
C 0.92207 1.34655 -2.58105 -1.307
C 0.82556 2.75710 -1.83617 0.336
C 2.21065 3.54976 -2.21570 0.258
O 2.57587 3.51700 -3.43547 -0.509
O 2.97788 4.27079 -1.25959 -0.500
O 0.01530 -0.71767 -3.30062 -0.366
C -0.90722 -0.34561 -4.35661 0.234
O -1.08604 -0.87979 -5.45889 -0.573
O -1.71481 0.78508 -3.92860 -0.489
C -1.76534 0.59259 -2.46433 1.773
C -2.92058 -0.48841 -2.25514 -0.941
C -2.47986 -1.99060 -1.93179 -0.257
O -3.29824 -2.55101 -0.85182 -0.602
C -2.42557 1.94051 -1.86373 -1.588
C -2.26406 2.09894 -0.28179 1.103
C -3.22571 3.28122 0.28325 -1.175
F -2.58360 0.91343 0.47698 -0.362
H 2.81200 2.27488 5.25167 0.263
H 1.89488 1.16918 6.39656 0.296
H 3.59672 0.69906 5.86171 0.109
H 1.15626 -0.28737 4.70176 0.265
H 1.59513 1.11856 3.49727 0.094
H 1.56382 -1.96239 3.42276 0.271
H 3.31369 -2.49755 3.64862 0.245
H 4.00371 -1.80478 1.33075 0.301
H 2.42127 -2.87333 1.25989 0.201
H 1.41068 -0.21456 1.55740 0.079
H 2.95930 0.18733 0.61399 0.069
H 2.14528 -1.06375 -1.48253 0.393
H 1.16251 -2.18670 -0.42103 0.204
H 0.28329 0.73355 -0.01493 0.169
H -0.73188 -0.76068 -0.26815 0.242
H 1.97177 0.91934 -2.37124 0.324
H 0.92341 1.57792 -3.71244 0.284
H -0.00785 3.44169 -2.24872 -0.098
H 0.80372 2.71956 -0.69862 0.347
H 3.12917 3.67369 -0.48830 0.345
H -3.70592 -0.20240 -1.45886 0.373
H -3.52125 -0.52697 -3.24196 0.383
H -1.37426 -2.15737 -1.72618 0.270
H -2.73158 -2.63633 -2.85713 0.117
H -2.72722 -2.69029 -0.06480 0.329
H -3.56232 1.85766 -2.05805 0.531
H -2.11188 2.89344 -2.43718 0.248
H -1.20418 2.41078 0.04712 -0.247
H -3.29930 4.11467 -0.50256 0.281
H -4.26390 2.82988 0.45499 0.245
H -2.84870 3.66855 1.28675 0.359
C 2.84649 -6.45859 1.70308 -0.561
O 2.17272 -5.23313 1.95426 -0.445
H 3.91346 -6.31422 1.87320 0.216
H 2.47378 -7.23029 2.38117 0.248
H 2.68396 -6.76337 0.66628 0.269
H 1.23283 -5.38754 1.79701 0.266
C -1.72299 -5.24002 -4.55162 -0.298
O -1.39174 -5.96806 -3.37742 -0.517
H -1.16726 -5.65508 -5.39245 0.263
H -2.79478 -5.32792 -4.74767 0.253
H -1.45071 -4.18936 -4.42187 0.011
H -1.89604 -5.58132 -2.65065 0.304
C -6.84949 3.28747 2.56816 -0.524
O -6.75930 4.21062 1.49250 -0.496
H -6.38437 2.34887 2.26597 0.192
H -6.32574 3.68540 3.44115 0.261
H -7.89930 3.10773 2.81340 0.289
H -7.17674 5.03013 1.78500 0.294
C -0.63603 4.34160 -5.26816 -0.437
O -1.64622 4.71808 -4.34809 -0.482
H -0.07859 3.50297 -4.85021 0.103
H -1.09436 4.04199 -6.21380 0.296
H 0.04339 5.18187 -5.43022 0.304
H -2.12651 5.45989 -4.73576 0.288
C 6.10382 -1.31500 6.94674 -0.593
O 4.90581 -1.29603 6.18472 -0.417
H 5.85685 -1.14375 7.99470 0.218
H 6.59095 -2.28819 6.84480 0.251
H 6.77462 -0.52466 6.59975 0.272
H 5.15118 -1.44937 5.26326 0.256
```